DFT (wB97M-V/def2-TZVPD) results for the molecule C3H2Cl3N at a distorted geometry.

CARTESIAN COORDINATES (ANGSTROEM)
Cl: 0.752 1.040 1.859
Cl: -2.980 0.061 0.756
Cl: -4.874 -0.100 -0.793
N: -0.890 -2.723 0.957
C: -0.979 -1.573 0.778
C: -0.256 0.881 0.430
C: -1.280 -0.142 0.683
H: 0.393 0.603 -0.486
H: -0.513 1.873 0.253

Output
- ΔE to the lowest compared entry with this formula, charge and spin: 2.9265 eV
- DFT total energy: -1550.71132 Ha

DFT (wB97M-V/def2-TZVPD) results for the molecule C3H2Cl3NO2 at a distorted geometry.

CARTESIAN COORDINATES (ANGSTROEM)
Cl: 1.466 -0.405 2.131
Cl: 0.400 -2.381 0.397
Cl: 2.269 -0.505 -0.749
O: -0.458 2.207 -0.681
O: -0.064 1.857 1.378
N: -0.155 1.525 0.254
C: -1.101 -0.409 -0.818
C: 0.926 -0.731 0.464
C: -0.122 0.083 -0.104
H: -1.953 0.146 -1.170
H: -1.209 -1.388 -1.103

Output
- ΔE to the lowest compared entry with this formula, charge and spin: 0.0000 eV
- DFT total energy: -1701.16981 Ha

DFT (wB97M-V/def2-TZVPD) results for the molecule C3H2ClF at a distorted geometry.

CARTESIAN COORDINATES (ANGSTROEM)
Cl: 0.222 -0.437 -1.592
F: -0.160 2.145 -1.291
C: 0.163 -0.742 1.098
C: -0.942 1.117 -1.146
C: -0.251 0.003 0.045
H: -0.013 -0.544 2.083
H: 0.981 -1.542 0.803

Output
- ΔE to the lowest compared entry with this formula, charge and spin: 3.6888 eV
- DFT total energy: -675.35655 Ha

DFT (wB97M-V/def2-TZVPD) results for a structure of composition C3H2ClF2N at a distorted geometry.

CARTESIAN COORDINATES (ANGSTROEM)
Cl: -1.803 -1.134 -0.467
F: 1.167 -1.781 0.275
F: -0.725 -0.131 1.837
N: -0.763 2.335 -0.658
C: -0.734 1.286 -0.246
C: 0.933 -0.486 -0.101
C: -0.545 -0.085 0.162
H: 1.014 -0.227 -1.216
H: 1.455 0.223 0.415

Output
- ΔE to the lowest compared entry with this formula, charge and spin: 0.6054 eV
- DFT total energy: -830.11875 Ha